Formula: C48H96O18
Source: the Open Molecules 2025 dataset
Level of theory: ωB97M-V/def2-TZVPD

Values from the calculation:
LUMO level ... 0.27 eV
F_max ... 0.20649 Eh/bohr

Element x y z (Å)
C: -0.576 7.954 1.476
C: -0.787 7.148 0.168
O: -0.930 5.785 0.451
C: -0.910 4.890 -0.547
O: -0.616 5.152 -1.697
O: -1.328 3.717 -0.087
C: -1.345 2.558 -0.896
H: 0.474 7.856 1.749
H: -1.144 7.606 2.339
H: -0.746 9.027 1.389
H: 0.010 7.322 -0.555
H: -1.719 7.579 -0.197
H: -1.623 1.673 -0.323
H: -0.391 2.407 -1.400
H: -2.209 2.749 -1.533
C: 2.567 -0.117 5.004
C: 3.019 0.402 3.622
O: 2.274 1.533 3.304
C: 1.094 1.388 2.535
O: 0.474 0.344 2.450
O: 0.756 2.592 2.037
C: -0.524 2.802 1.357
H: 2.844 0.644 5.734
H: 3.047 -1.034 5.343
H: 1.505 -0.364 4.981
H: 2.923 -0.400 2.891
H: 4.064 0.705 3.683
H: -0.758 2.036 0.617
H: -0.468 3.761 0.842
H: -1.343 2.779 2.076
C: 0.980 5.185 2.889
C: 1.498 5.423 1.507
O: 1.402 4.213 0.781
C: 1.765 4.275 -0.497
O: 2.315 5.202 -1.099
O: 1.459 3.094 -1.045
C: 1.511 2.831 -2.464
H: -0.064 4.902 3.024
H: 0.971 6.158 3.379
H: 1.707 4.609 3.462
H: 2.569 5.610 1.578
H: 0.962 6.223 0.997
H: 0.956 3.651 -2.919
H: 1.090 1.857 -2.712
H: 2.535 2.823 -2.837
C: -0.007 -3.400 4.638
C: 0.218 -1.929 4.353
C: -0.971 -1.552 3.479
O: -1.770 -2.651 3.276
C: -1.017 -3.796 3.510
H: -0.534 -3.539 5.582
H: 0.951 -3.917 4.695
H: 1.179 -1.703 3.892
H: 0.185 -1.293 5.238
H: -0.592 -1.223 2.512
H: -1.526 -0.723 3.918
H: -0.446 -4.193 2.670
H: -1.648 -4.632 3.813
C: 0.577 -1.109 -0.575
C: -0.648 -1.142 0.415
C: -1.347 0.180 0.309
O: -0.421 0.972 -0.558
C: 0.893 0.442 -0.684
H: 0.318 -1.540 -1.542
H: 1.389 -1.716 -0.176
H: -0.223 -1.308 1.405
H: -1.366 -1.889 0.077
H: -1.514 0.680 1.263
H: -2.293 -0.036 -0.188
H: 1.574 0.848 0.064
H: 1.300 0.679 -1.667
C: 2.854 -2.292 1.935
C: 3.771 -3.486 2.124
C: 3.170 -4.490 1.222
O: 1.806 -4.116 1.118
C: 1.490 -2.935 1.913
H: 2.961 -1.735 1.004
H: 3.011 -1.488 2.653
H: 3.737 -3.875 3.141
H: 4.823 -3.283 1.925
H: 3.308 -5.431 1.756
H: 3.746 -4.474 0.297
H: 1.118 -3.173 2.909
H: 0.830 -2.283 1.341
C: 3.979 2.216 -0.048
C: 4.262 0.823 -0.499
C: 4.204 0.118 0.791
O: 3.080 0.731 1.374
C: 2.946 2.036 1.029
H: 3.594 2.855 -0.843
H: 4.858 2.621 0.453
H: 5.254 0.646 -0.914
H: 3.545 0.564 -1.278
H: 5.113 0.219 1.385
H: 4.100 -0.951 0.603
H: 3.146 2.693 1.876
H: 1.951 2.292 0.665
C: -1.264 1.621 -3.106
C: -0.723 3.029 -3.416
C: -1.345 3.388 -4.742
O: -1.799 2.187 -5.275
C: -1.331 1.032 -4.488
H: -2.263 1.635 -2.670
H: -0.705 1.030 -2.380
H: 0.362 2.979 -3.507
H: -0.968 3.750 -2.636
H: -0.670 3.957 -5.382
H: -2.261 3.936 -4.524
H: -0.376 0.671 -4.870
H: -2.069 0.231 -4.537
C: -0.494 -4.998 0.704
C: -1.221 -5.687 -0.353
C: -2.423 -4.793 -0.590
O: -1.769 -3.541 -0.626
C: -0.785 -3.555 0.347
H: 0.582 -5.154 0.783
H: -0.916 -5.193 1.690
H: -1.545 -6.719 -0.221
H: -0.694 -5.660 -1.307
H: -3.187 -4.824 0.187
H: -2.844 -5.001 -1.574
H: -1.078 -2.965 1.215
H: 0.153 -3.169 -0.049
C: -3.375 -1.992 0.703
C: -3.301 -0.746 1.579
C: -4.386 -0.898 2.547
O: -4.898 -2.211 2.460
C: -3.905 -2.976 1.782
H: -2.468 -2.368 0.231
H: -4.068 -1.856 -0.128
H: -3.459 0.166 1.003
H: -2.323 -0.803 2.057
H: -5.209 -0.186 2.489
H: -4.003 -0.719 3.552
H: -4.400 -3.814 1.293
H: -3.165 -3.335 2.497
C: 0.920 -1.643 -5.893
C: 1.515 -2.545 -4.774
C: 0.412 -2.703 -3.750
O: -0.542 -1.635 -4.229
C: 0.105 -0.666 -5.148
H: 0.344 -2.209 -6.625
H: 1.712 -1.143 -6.451
H: 2.368 -2.053 -4.307
H: 1.782 -3.534 -5.146
H: 0.856 -2.455 -2.786
H: -0.029 -3.687 -3.908
H: 0.658 0.095 -4.598
H: -0.581 -0.185 -5.845
C: -2.966 -1.581 -1.679
C: -3.107 -2.746 -2.643
C: -3.222 -2.092 -4.034
O: -2.784 -0.784 -3.856
C: -2.219 -0.589 -2.584
H: -2.302 -1.844 -0.856
H: -3.846 -1.195 -1.164
H: -3.983 -3.366 -2.452
H: -2.275 -3.448 -2.600
H: -4.267 -2.204 -4.324
H: -2.715 -2.726 -4.762
H: -2.302 0.396 -2.124
H: -1.151 -0.767 -2.712

These are the Mulliken partial charges, in e, on atoms 1 to 8:
1. C -1.075
2. C -0.382
3. O -0.146
4. C -0.002
5. O -0.627
6. O -0.294
7. C -0.929
8. H 0.292

***

Formula: C49H103NO10
Source: the Open Molecules 2025 dataset
Level of theory: ωB97M-V/def2-TZVPD

Values from the calculation:
SMILES ... CCCCCCCCCc1cccc2c1C(=O)NC2=O.CCOCC.CCOCC.CCOCC.CCOCC.CCOCC.CCOCC.CCOCC.CCOCC
LUMO level ... -0.60 eV
F_max ... 0.05940 Eh/bohr

Element x y z (Å)
C: 1.754 1.542 5.246
C: 0.440 2.153 4.566
C: -0.728 1.963 5.609
C: -2.177 1.917 4.990
C: -2.413 0.787 3.918
C: -1.985 -0.663 4.369
C: -1.760 -1.516 3.010
C: -0.240 -1.287 2.567
C: -0.070 -1.098 1.002
C: 0.933 0.019 0.592
C: 1.897 0.643 1.523
C: 2.815 1.715 1.147
C: 2.808 2.227 -0.224
C: 1.892 1.601 -1.157
C: 0.959 0.506 -0.782
C: 0.150 0.088 -2.039
O: -0.610 -0.823 -2.220
N: 0.570 1.065 -3.023
C: 1.649 1.928 -2.662
O: 2.258 2.735 -3.310
H: 2.223 2.297 5.939
H: 2.543 1.279 4.494
H: 1.460 0.620 5.810
H: 0.242 1.727 3.551
H: 0.655 3.249 4.442
H: -0.548 1.092 6.303
H: -0.702 2.873 6.281
H: -2.364 2.911 4.487
H: -2.901 1.861 5.850
H: -3.530 0.744 3.741
H: -1.955 1.080 2.938
H: -1.021 -0.618 4.939
H: -2.735 -1.173 5.032
H: -1.895 -2.596 3.305
H: -2.495 -1.248 2.211
H: 0.104 -0.389 3.157
H: 0.370 -2.149 2.961
H: 0.333 -2.080 0.612
H: -1.091 -0.971 0.547
H: 1.922 0.277 2.573
H: 3.499 2.112 1.937
H: 3.493 3.054 -0.507
H: -0.211 1.585 -3.438
C: -0.803 -5.583 5.780
C: -1.607 -4.299 5.891
O: -2.934 -4.421 5.410
C: -3.769 -5.349 6.088
C: -3.993 -5.003 7.550
H: -0.863 -5.990 4.768
H: 0.245 -5.401 6.027
H: -1.177 -6.350 6.462
H: -1.133 -3.530 5.277
H: -1.604 -3.922 6.920
H: -3.379 -6.366 5.978
H: -4.731 -5.328 5.572
H: -3.076 -5.119 8.133
H: -4.749 -5.658 7.986
H: -4.318 -3.966 7.656
C: 2.898 6.956 -6.643
C: 1.472 6.489 -6.880
O: 1.375 5.416 -7.802
C: 2.024 4.210 -7.429
C: 1.464 3.592 -6.157
H: 3.402 7.151 -7.592
H: 2.906 7.867 -6.043
H: 3.482 6.201 -6.112
H: 0.899 7.312 -7.312
H: 0.981 6.228 -5.936
H: 3.106 4.365 -7.350
H: 1.870 3.513 -8.256
H: 1.693 4.202 -5.284
H: 1.890 2.602 -5.992
H: 0.376 3.504 -6.219
C: 1.768 -4.958 -5.723
C: 1.668 -5.681 -4.394
O: 2.088 -4.891 -3.290
C: 1.354 -3.702 -3.033
C: -0.103 -3.944 -2.698
H: 2.760 -4.519 -5.850
H: 1.576 -5.645 -6.549
H: 1.040 -4.146 -5.790
H: 2.331 -6.549 -4.412
H: 0.655 -6.065 -4.231
H: 1.452 -3.003 -3.872
H: 1.839 -3.229 -2.175
H: -0.655 -4.314 -3.565
H: -0.577 -3.020 -2.370
H: -0.199 -4.692 -1.906
C: -1.192 -1.489 -9.930
C: -1.000 -2.474 -8.792
O: 0.141 -2.185 -7.997
C: 0.141 -0.943 -7.318
C: -0.990 -0.811 -6.313
H: -0.268 -1.380 -10.501
H: -1.987 -1.823 -10.599
H: -1.464 -0.499 -9.557
H: -0.837 -3.470 -9.209
H: -1.899 -2.540 -8.170
H: 0.133 -0.111 -8.031
H: 1.095 -0.888 -6.788
H: -1.959 -0.748 -6.813
H: -0.865 0.093 -5.713
H: -1.021 -1.676 -5.646
C: 3.212 -0.303 -11.702
C: 2.057 0.295 -12.488
O: 1.226 1.141 -11.711
C: 1.834 2.295 -11.158
C: 2.370 3.261 -12.201
H: 2.852 -0.772 -10.783
H: 3.733 -1.052 -12.301
H: 3.939 0.460 -11.416
H: 1.418 -0.515 -12.844
H: 2.417 0.823 -13.377
H: 2.616 2.008 -10.446
H: 1.057 2.800 -10.580
H: 3.227 2.840 -12.732
H: 2.694 4.190 -11.729
H: 1.604 3.489 -12.945
C: 1.354 7.428 7.765
C: 2.534 6.527 7.447
O: 2.311 5.674 6.336
C: 2.084 6.313 5.090
C: 3.261 7.149 4.616
H: 0.433 6.845 7.842
H: 1.519 7.957 8.705
H: 1.201 8.177 6.984
H: 2.716 5.871 8.302
H: 3.449 7.112 7.303
H: 1.166 6.910 5.126
H: 1.907 5.515 4.366
H: 3.408 8.027 5.249
H: 3.095 7.498 3.595
H: 4.184 6.566 4.646
C: 1.648 2.595 10.218
C: 0.223 2.118 9.993
O: 0.127 1.041 9.076
C: 0.782 -0.161 9.446
C: 0.234 -0.781 10.720
H: 2.144 2.788 9.265
H: 1.654 3.509 10.814
H: 2.240 1.846 10.749
H: -0.357 2.937 9.561
H: -0.261 1.860 10.941
H: 1.863 -0.001 9.519
H: 0.625 -0.859 8.621
H: 0.466 -0.169 11.595
H: 0.669 -1.770 10.881
H: -0.852 -0.876 10.667
C: -5.188 -3.908 2.110
C: -4.631 -5.317 2.220
O: -5.638 -6.317 2.278
C: -6.484 -6.420 1.144
C: -5.744 -6.787 -0.131
H: -5.937 -3.728 2.884
H: -4.387 -3.173 2.213
H: -5.670 -3.743 1.144
H: -4.066 -5.397 3.151
H: -3.927 -5.529 1.408
H: -7.063 -5.500 1.013
H: -7.202 -7.210 1.373
H: -5.092 -5.975 -0.462
H: -6.451 -6.995 -0.936
H: -5.117 -7.667 0.026

These are the Mulliken partial charges, in e, on atoms 1 to 8:
1. C -1.149
2. C 0.561
3. C -0.191
4. C -1.272
5. C -0.520
6. C -0.259
7. C -0.730
8. C 0.926